1.
The following is a quantum chemistry calculation of a molecular structure, C28H42As2Ca2F15O20, from OMol25.

Total charge = +1
HOMO level = -12.282 eV
ΔE to the lowest compared entry with this formula, charge and spin = 24.32 kcal per mole
2S+1 = 1
Gap between HOMO and LUMO = 7.6 eV

XYZ file:
```
109
Properties=species:S:1:pos:R:3:forces:R:3
Ca -0.38385 3.70057 4.17045 1.3 -1.0 -1.7
Ca 1.72503 0.53046 2.61039 -0.2 0.6 -1.5
As 3.45866 4.26084 3.48444 1.1 0.6 1.1
F 3.53678 4.83700 1.89624 -0.2 -0.2 -0.6
F 5.06593 3.72111 3.50784 0.3 -0.2 -0.1
F 3.18427 3.73077 5.11239 -0.3 -0.4 0.2
F 1.72647 4.75344 3.54554 -1.2 -0.2 0.1
F 2.97679 2.64290 2.97531 -0.3 -0.7 0.0
F 3.90635 5.79455 4.06423 -0.2 0.4 0.2
As -1.91656 0.01927 3.91796 -1.4 -0.2 -0.7
F -2.37960 0.97327 2.56074 0.3 0.1 -0.3
F -3.42132 0.35150 4.64416 0.0 0.1 0.1
F -1.35520 -0.67844 5.35437 0.4 -0.3 0.1
F -0.36184 -0.37094 3.15894 0.4 0.7 0.6
F -1.29543 1.62034 4.56725 0.8 0.6 0.3
F -2.46855 -1.40067 3.14090 -0.2 -0.2 0.4
C 0.02820 2.43182 0.93999 -0.3 -0.5 1.9
O -0.00555 1.03318 0.80440 0.2 0.0 -0.4
O 0.39287 2.57088 2.26092 -0.2 1.0 1.2
C 1.06683 3.06557 -0.00296 -0.5 -0.2 -0.6
F 2.28237 3.07116 0.50340 0.2 -0.1 0.1
F 1.11387 2.39622 -1.17175 0.1 0.1 -0.1
F 0.71337 4.32280 -0.29767 -0.1 0.3 0.2
C -0.74327 0.45953 -0.25074 -0.7 -1.5 -0.8
C -0.87605 -1.04678 -0.05620 0.2 0.4 -0.5
H -1.42719 -1.42357 -0.92047 0.1 0.0 0.2
H 0.11334 -1.50261 -0.08971 -0.1 -0.2 0.2
H -1.42600 -1.34013 0.83289 0.1 0.1 0.2
H -0.25926 0.60524 -1.21533 0.1 0.3 0.1
H -1.77709 0.81384 -0.34368 0.2 0.7 0.4
H -0.95823 2.88816 0.80447 -0.1 -0.1 -0.7
C -4.32608 -4.81500 3.00212 0.5 0.3 -0.8
C -5.35932 -4.15010 2.09261 0.4 0.1 0.6
C -4.71580 -3.18706 1.06880 -1.3 -0.1 0.5
O -4.93859 -3.82774 -0.18501 0.7 -0.3 0.2
C -5.64638 -4.97577 -0.01107 -0.1 0.4 0.1
O -5.91444 -5.72429 -0.88457 -0.1 -0.2 -0.2
O -6.02793 -5.11025 1.27981 0.1 0.0 0.0
H -3.39856 -4.92371 2.42590 0.0 -0.2 0.1
H -4.61504 -5.80252 3.34842 -0.3 0.1 0.2
H -4.09084 -4.13722 3.82267 -0.1 -0.2 0.2
H -6.06496 -3.61142 2.72449 -0.4 -0.2 -0.2
H -3.67944 -3.03067 1.35885 0.2 0.1 -0.7
H -5.28469 -2.25804 1.02626 0.3 0.2 0.1
C -3.70110 2.71408 -2.00829 -0.2 0.4 0.1
C -4.78069 1.77869 -1.49544 0.2 0.1 0.7
C -4.72676 1.62483 0.02832 -1.3 0.9 1.1
O -6.11928 1.75183 0.43810 0.2 -0.2 -0.1
C -6.82754 2.30675 -0.55745 0.5 -0.1 -0.8
O -7.95121 2.66140 -0.51659 -0.5 0.1 0.3
O -6.05487 2.41325 -1.68202 0.0 -0.4 0.1
H -4.07022 3.73724 -1.90026 -0.1 -0.1 0.0
H -3.47891 2.57756 -3.06289 0.2 -0.2 0.0
H -2.80957 2.69469 -1.37788 0.2 -0.4 -0.3
H -4.77916 0.78994 -1.95676 -0.1 0.1 -0.3
H -4.25578 2.49005 0.50830 0.4 -0.2 -0.2
H -4.39813 0.71581 0.52281 0.4 -0.2 -0.6
C 0.21693 0.29873 -4.12834 0.8 0.0 -0.7
C -0.53303 -0.93288 -4.56767 0.4 -0.3 -0.1
C 0.37787 -2.10340 -5.03004 -0.6 0.7 -0.6
O 0.29195 -3.05267 -3.98628 0.0 -0.2 0.3
C -0.68195 -2.69740 -3.11261 0.4 0.1 -0.3
O -0.96812 -3.32802 -2.14811 -0.1 -0.3 0.1
O -1.22812 -1.52285 -3.45256 -0.2 0.1 -0.1
H -0.34938 1.21075 -3.95899 -0.4 -0.3 0.3
H 0.89558 0.55736 -4.95183 0.0 0.0 0.1
H 0.85593 0.05600 -3.27603 -0.1 0.1 0.1
H -1.24115 -0.75715 -5.37421 -0.2 0.3 0.3
H 1.40822 -1.82352 -5.23744 0.1 0.0 0.3
H -0.04526 -2.49384 -5.95668 0.1 -0.4 0.1
C 4.86892 -3.79832 -0.60674 0.0 -1.6 -0.8
C 4.52930 -2.40560 -1.01988 0.1 0.5 0.7
C 3.24321 -2.19801 -1.84442 1.1 -0.5 0.2
O 2.65748 -1.03674 -1.25892 0.0 0.5 -0.2
C 3.32056 -0.69555 -0.14939 -0.4 -0.8 0.2
O 3.03912 0.26442 0.51835 -0.2 0.3 0.5
O 4.23505 -1.59847 0.17041 0.2 0.2 -0.3
H 5.58824 -3.93056 0.19745 -0.1 0.6 0.2
H 5.34358 -4.33327 -1.44150 0.0 0.4 -0.1
H 3.99266 -4.43008 -0.42519 -0.1 0.4 0.4
H 5.39665 -1.91997 -1.47030 -0.1 0.0 -0.1
H 2.59668 -3.06877 -1.74291 -0.3 0.2 -0.1
H 3.51265 -1.99747 -2.87663 -0.4 0.0 -0.1
C 4.25137 7.47220 -0.28747 -0.2 -1.1 1.0
C 4.49961 6.32671 -1.24819 0.5 1.2 -1.1
C 3.33780 5.37748 -1.56620 0.8 -0.4 1.6
O 3.21609 5.36795 -2.96080 0.0 -0.2 -0.4
C 4.11669 6.22845 -3.52563 -0.2 -0.1 0.2
O 4.25425 6.35614 -4.69602 0.0 0.1 -0.1
O 4.78557 6.88247 -2.57254 -0.1 0.1 0.1
H 4.48691 7.09165 0.71451 0.1 0.1 -0.1
H 3.19178 7.71679 -0.21061 0.1 0.4 -0.5
H 4.90595 8.31494 -0.47670 -0.1 0.1 -0.2
H 5.44666 5.84065 -1.01201 -0.3 -0.4 0.3
H 2.40773 5.63896 -1.07214 -0.1 0.4 -0.2
H 3.62343 4.40847 -1.14509 -0.2 -0.2 -0.5
C 0.32332 -5.43468 0.20128 0.6 0.5 -0.8
C 0.56922 -4.90413 1.58898 -1.2 -1.0 0.6
C 1.95387 -5.14740 2.20654 -0.7 0.1 -0.3
O 2.38533 -3.81778 2.54841 0.4 0.1 -0.3
C 1.51167 -2.92283 2.08394 -0.1 -0.7 0.8
O 1.74312 -1.73657 2.07894 0.1 0.4 0.2
O 0.37318 -3.47709 1.72574 0.7 0.5 -0.9
H -0.33818 -4.75460 -0.33703 -0.2 -0.2 0.0
H -0.09184 -6.43927 0.23517 -0.2 0.1 0.1
H 1.23219 -5.50973 -0.40660 0.1 0.1 0.1
H -0.24331 -5.31134 2.19449 0.3 0.0 0.3
H 2.63620 -5.57245 1.47402 0.2 0.1 0.1
H 1.87697 -5.79135 3.07753 0.3 0.2 0.2
```
Positions in Å, forces in eV/Å.



2.
The following is a quantum chemistry calculation of a molecular structure, C28H42F3O14Pb, from OMol25.

Total charge = +1
HOMO level = -9.494 eV
ΔE to the lowest compared entry with this formula, charge and spin = 63.57 kcal per mole
2S+1 = 1
Gap between HOMO and LUMO = 7.6 eV

XYZ file:
```
88
Properties=species:S:1:pos:R:3:forces:R:3
Pb 0.63068 0.46180 0.14247 -0.9 1.7 0.9
C -0.87234 3.60082 0.57281 -0.7 -2.8 1.0
O -0.54579 3.22215 -0.74182 -0.6 1.3 -2.4
O -0.26857 2.60231 1.34183 0.6 1.7 -0.3
C -0.75688 5.18512 0.80390 0.1 -2.0 0.9
F -1.07173 5.44583 2.10753 -0.1 0.2 -1.2
F 0.48227 5.63352 0.61577 -0.1 0.5 -0.4
F -1.63877 5.85702 -0.01801 1.1 -0.5 1.0
C -1.45864 3.50834 -1.84674 0.6 -1.1 -0.7
C -0.88649 2.78700 -3.06903 1.1 -0.4 0.0
H 0.02695 2.27452 -2.76719 0.2 0.2 0.1
H -1.45456 1.96085 -3.49667 -0.6 0.3 0.0
H -0.60009 3.50920 -3.83356 -0.2 -0.2 -0.2
H -1.57290 4.52542 -2.22169 0.2 0.5 1.2
H -2.45715 3.10004 -1.69062 -0.2 0.1 0.7
H -1.92747 3.37951 0.73347 -0.9 0.8 -0.3
O 2.36744 1.93156 -0.96731 2.0 1.3 -2.2
C 3.13765 2.67136 -1.57437 2.1 -1.0 2.2
O 4.49965 2.26804 -1.91592 -2.8 1.0 0.8
C 5.25044 3.43883 -2.38892 -0.7 -1.0 0.0
C 4.41337 4.68346 -2.05085 1.5 -0.4 -0.2
C 3.01783 4.16483 -1.77824 -0.2 0.2 -1.0
H 5.37780 3.23399 -3.45189 0.0 0.4 -0.1
H 6.23407 3.46975 -1.92029 -0.2 -0.3 0.1
H 4.58619 5.34302 -2.90127 -0.7 0.3 0.1
H 4.88242 5.15763 -1.18873 -0.3 0.0 0.1
H 2.42524 4.28325 -2.68539 -0.4 0.1 0.0
H 2.50491 4.68964 -0.97227 -0.1 -0.5 0.0
O -1.77061 0.11739 -0.46155 -2.2 0.6 -0.5
C -2.93369 0.45138 -0.70729 3.3 -0.5 2.2
O -3.40229 0.38253 -1.91788 1.2 -1.4 -1.5
C -4.75788 0.68438 -2.02383 -1.0 1.7 0.6
C -5.04317 1.34703 -0.67333 -1.6 0.6 0.0
C -3.99117 0.85399 0.27017 -0.2 -0.2 -0.2
H -5.42645 -0.15568 -2.21203 0.5 -0.2 -0.3
H -4.76411 1.46351 -2.78607 -0.7 -0.5 -0.4
H -6.03438 1.13118 -0.27458 -0.1 0.2 -0.3
H -4.95537 2.41981 -0.84514 0.0 0.1 0.4
H -4.27796 -0.08940 0.73478 -0.1 -0.1 0.2
H -3.78396 1.57416 1.06169 0.7 -0.2 -0.2
O 2.49816 0.16751 1.88390 -1.0 0.1 -1.7
C 2.96239 -0.36419 2.82663 1.1 -0.2 2.7
O 4.02976 0.21486 3.41619 0.4 -0.3 -0.7
C 4.41037 -0.46067 4.59526 -0.1 0.5 1.4
C 3.71183 -1.79201 4.61463 -0.6 -1.1 -0.2
C 2.50558 -1.54720 3.72019 -0.3 0.7 -1.4
H 3.98031 0.10464 5.42205 0.1 0.3 0.1
H 5.48713 -0.42410 4.76060 0.0 -0.3 -0.5
H 3.48148 -2.09824 5.63505 -0.1 0.1 -0.1
H 4.21652 -2.64006 4.15182 0.6 0.3 0.1
H 1.56554 -1.19074 4.14133 0.2 0.0 0.5
H 2.22767 -2.37828 3.07198 0.1 -0.1 0.1
O 0.39630 -2.20528 0.06782 -0.3 -0.9 -0.1
C 0.29977 -3.41044 0.09860 1.2 0.3 0.8
O -0.79957 -4.06257 -0.22268 -1.8 -0.3 -0.9
C -0.64916 -5.50313 -0.22457 1.1 -0.1 0.6
C 0.84721 -5.67040 -0.23802 1.2 -0.1 0.2
C 1.39848 -4.40505 0.43008 0.3 -0.1 -0.6
H -1.01978 -6.03592 -1.10028 -0.8 0.8 0.0
H -1.05848 -5.92472 0.69349 -0.4 0.2 -0.1
H 1.18835 -5.64852 -1.27303 0.1 -0.3 0.0
H 1.16026 -6.59215 0.25238 0.1 0.0 -0.2
H 2.30784 -4.03339 -0.04217 0.0 -0.1 -0.1
H 1.67797 -4.52964 1.47625 -0.6 0.2 0.2
O 0.34856 -0.09097 -2.30231 -0.2 -1.9 -2.5
C 0.07317 -0.87235 -3.22759 -0.1 1.2 1.8
O 0.88833 -1.06899 -4.24799 0.6 1.1 -0.8
C 0.26269 -1.76132 -5.35595 1.3 -1.1 -0.1
C -1.12785 -2.03826 -4.95095 -1.1 -0.9 1.8
C -1.11130 -1.80062 -3.38221 -0.5 1.3 -1.3
H 0.85567 -2.66850 -5.47219 0.0 0.0 -0.2
H 0.25889 -1.22919 -6.30722 0.6 0.5 0.4
H -1.46070 -3.06157 -5.12460 0.1 0.1 -0.4
H -1.77201 -1.36476 -5.51625 -0.4 0.0 0.6
H -0.86650 -2.62596 -2.71364 -0.4 -0.4 -0.3
H -2.05771 -1.33089 -3.11434 0.3 -0.1 0.6
O -0.55413 -0.61644 2.32980 -1.7 -1.8 2.3
C -1.26765 -1.24254 3.13560 1.1 1.2 -1.8
O -2.34719 -1.93749 2.74750 -0.3 0.3 -0.7
C -2.99995 -2.65769 3.84574 1.0 0.9 -0.6
C -2.45581 -1.94011 5.07215 -0.5 -1.1 1.1
C -1.14412 -1.32460 4.64014 -0.1 0.3 0.0
H -2.64432 -3.67362 3.67394 -0.4 -0.2 0.6
H -4.08458 -2.56015 3.79929 0.2 -0.1 -0.5
H -2.30640 -2.69883 5.84034 0.1 0.1 0.2
H -3.20221 -1.26787 5.49534 0.2 0.3 -0.3
H -0.34356 -1.98909 4.96519 0.3 0.2 -0.3
H -0.95172 -0.31765 5.01047 0.0 -0.1 0.1
```
Positions in Å, forces in eV/Å.